# 1
A cluster of 2 separate species, C13H17O in total, computed with the ωB97M-V functional and the def2-TZVPD basis.

Charge ... +1
Frontier orbital gap ... 5.38 eV

Each atom is followed by the atoms it is bonded to, with distances in Å.
CARTESIAN COORDINATES (ANGSTROEM)
1 C -1.01 -1.68 1.71  C2 1.532, C5 1.495, H6 1.096, H7 1.100
2 C -1.78 -0.39 1.99  C1 1.532, O3 1.474, H8 1.097, H9 1.099
3 O -2.55 -0.06 0.78  C2 1.474, C4 1.353
4 C -2.22 -0.98 -0.16  O3 1.353, C5 1.380, H10 1.091
5 C -1.25 -1.88 0.25  C1 1.495, C4 1.380, H11 1.086
6 H 0.05 -1.61 1.98  C1 1.096
7 H -1.45 -2.51 2.28  C1 1.100
8 H -2.49 -0.49 2.83  C2 1.097
9 H -1.10 0.44 2.21  C2 1.099
10 H -2.74 -0.94 -1.12  C4 1.091
11 H -0.91 -2.74 -0.31  C5 1.086
12 C 0.48 -1.33 -2.50  C13 1.486, H21 1.096, H22 1.097, H23 1.098
13 C 1.40 -0.81 -1.45  C12 1.486, C14 1.485, C15 1.415
14 C 1.28 0.64 -1.14  C13 1.485, H24 1.093, H25 1.099, H26 1.100
15 C 2.44 -1.61 -0.92  C13 1.415, C16 1.438, C20 1.435
16 C 3.58 -1.05 -0.24  C15 1.438, C17 1.388, H27 1.093
17 C 4.58 -1.85 0.29  C16 1.388, C18 1.403, H28 1.091
18 C 4.49 -3.25 0.19  C17 1.403, C19 1.402, H29 1.091
19 C 3.41 -3.83 -0.49  C18 1.402, C20 1.389, H30 1.092
20 C 2.42 -3.03 -1.04  C15 1.435, C19 1.389, H31 1.095
21 H 0.91 -2.17 -3.06  C12 1.096
22 H -0.47 -1.66 -2.07  C12 1.097
23 H 0.24 -0.52 -3.20  C12 1.098
24 H 2.17 1.07 -0.67  C14 1.093
25 H 1.08 1.19 -2.07  C14 1.099
26 H 0.42 0.83 -0.47  C14 1.100
27 H 3.68 0.04 -0.15  C16 1.093
28 H 5.43 -1.39 0.79  C17 1.091
29 H 5.26 -3.88 0.65  C18 1.091
30 H 3.34 -4.92 -0.58  C19 1.092
31 H 1.58 -3.50 -1.57  C20 1.095

natural (NBO) atomic charge list, values in e, 2 entries:
1 C -0.47
2 C -0.07

=====

# 2
The molecule C2ClF3O2S2, computed with the ωB97M-V functional and the def2-TZVPD basis.

Frontier orbital gap ... 7.91 eV

Each atom is followed by the atoms it is bonded to, with distances in Å.
CARTESIAN COORDINATES (ANGSTROEM)
1 C -0.62 0.12 0.99  F5 1.323, F6 1.322, S8 1.865, S9 1.963
2 C 0.87 -1.00 -0.88  O4 1.336, F7 1.367, S8 1.887, Cl10 1.671
3 O -1.55 1.96 -0.85  S9 1.420
4 O 0.68 0.32 -0.98  C2 1.336, S9 2.079
5 F -1.78 0.25 1.63  C1 1.323
6 F 0.42 0.25 1.79  C1 1.322
7 F 2.02 -1.22 -0.16  C2 1.367
8 S -0.57 -1.56 0.19  C1 1.865, C2 1.887
9 S -0.42 1.80 -0.01  C1 1.963, O3 1.420, O4 2.079
10 Cl 0.92 -1.71 -2.39  C2 1.671

natural (NBO) atomic charge list, values in e, 2 entries:
1 C 0.41
2 C 0.43

=====

Taking the records one at a time from the top gives energy above the lowest of the compared OMol25 structures with the same formula, charge and spin values of 2.0574; 1.5577 eV.